No. 1
This record from the OMol25 dataset describes C39H46BKN12S4 as an isolated structure at a distorted geometry. The level of theory is ωB97M-V/def2-TZVPD.

Values from the calculation:
molar mass	861.1	Da
E	-4388.2957	Eh
<S²>	0.760
frontier orbital gap (alpha / beta)	0.2792 / 0.2401	Eh

ORCA input file:
```
! wB97M-V def2-TZVPD RIJCOSX def2/J DEFGRID3
* xyz 1 2
K -0.80 -0.72 -0.34
C -1.22 -4.72 0.17
C 0.15 -4.16 0.32
C 1.37 -4.75 -0.03
C 2.32 -3.80 0.28
N 1.68 -2.74 0.81
N 0.36 -2.95 0.82
B 2.24 -1.36 1.15
N 2.48 -0.62 -0.16
C 3.64 -0.16 -0.67
C 3.42 0.22 -1.97
C 2.06 -0.06 -2.20
C 1.27 0.17 -3.44
N 1.52 -0.56 -1.10
N 1.17 -0.66 2.03
C 0.67 -1.18 3.16
C -0.21 -0.27 3.70
C -0.18 0.82 2.83
C -0.95 2.09 2.89
N 0.65 0.54 1.82
N 3.51 -1.36 1.98
C 4.23 -2.34 2.56
C 5.28 -1.76 3.23
C 5.12 -0.38 3.01
C 6.00 0.72 3.50
N 4.05 -0.16 2.27
H -1.18 -5.76 -0.15
H -1.77 -4.66 1.11
H -1.77 -4.14 -0.57
H 1.54 -5.72 -0.46
H 3.38 -3.81 0.14
H 4.54 -0.13 -0.09
H 4.13 0.62 -2.67
H 1.93 0.46 -4.25
H 0.74 -0.74 -3.71
H 0.53 0.95 -3.27
H 0.94 -2.16 3.51
H -0.77 -0.37 4.61
H -0.47 2.80 3.57
H -1.02 2.53 1.90
H -1.96 1.90 3.26
H 3.93 -3.37 2.47
H 6.05 -2.25 3.79
H 6.78 0.31 4.14
H 6.47 1.23 2.66
H 5.43 1.45 4.06
C -4.26 -0.95 2.06
C -4.85 0.37 1.59
S -3.71 1.35 0.56
C -4.78 1.82 -0.84
C -5.30 0.68 -1.70
S -3.96 -0.45 -2.25
C -4.58 -2.10 -1.80
C -4.91 -2.34 -0.33
S -3.49 -1.99 0.77
H -3.44 -0.78 2.75
H -5.03 -1.55 2.56
H -5.75 0.21 1.00
H -5.11 0.97 2.46
H -5.61 2.41 -0.45
H -4.13 2.48 -1.43
H -6.03 0.08 -1.16
H -5.77 1.09 -2.59
H -5.46 -2.32 -2.41
H -3.76 -2.75 -2.10
H -5.74 -1.73 0.00
H -5.17 -3.39 -0.20
N 1.09 4.60 0.22
C 1.71 4.60 1.47
C 1.74 5.77 2.22
C 2.34 5.77 3.48
C 2.90 4.60 3.99
C 2.87 3.44 3.24
C 2.29 3.43 1.98
S 2.36 1.96 1.01
N 1.45 2.34 -0.28
C 0.93 3.48 -0.54
C 0.15 3.58 -1.78
C 0.44 4.56 -2.73
C -0.25 4.53 -3.93
C -1.22 3.55 -4.12
C -1.46 2.65 -3.09
N -0.79 2.66 -1.96
H 0.66 5.46 -0.08
H 1.31 6.67 1.83
H 2.37 6.68 4.05
H 3.36 4.61 4.96
H 3.29 2.52 3.62
H 1.21 5.29 -2.56
H -0.03 5.25 -4.71
H -1.77 3.49 -5.05
H -2.21 1.88 -3.18
C -1.10 -5.07 -4.14
C -0.07 -4.69 -3.30
C -0.02 -3.38 -2.86
N -0.92 -2.47 -3.19
C -1.89 -2.83 -4.02
C -2.03 -4.11 -4.52
H -1.18 -6.09 -4.50
H 0.68 -5.40 -2.99
H 0.77 -3.03 -2.21
H -2.59 -2.05 -4.29
H -2.84 -4.36 -5.20
*
```

Atom charges from the Löwdin analysis, given in e for atoms 1 to 5: K 0.5421; C -0.0360; C -0.3628; C -0.0283; C -0.0620

No. 2
This record from the OMol25 dataset describes C39H46CoFN5O3P as an isolated structure. The level of theory is ωB97M-V/def2-TZVPD.

Values from the calculation:
molar mass	741.7	Da
E	-3837.1969	Eh
<S²>	3.757
frontier orbital gap (alpha / beta)	0.3114 / 0.3107	Eh

ORCA input file:
```
! wB97M-V def2-TZVPD RIJCOSX def2/J DEFGRID3
* xyz 1 4
Co 1.27 0.03 0.81
C 2.26 3.15 1.24
C 1.08 3.45 0.33
C -0.21 2.90 0.89
C -1.42 3.56 0.67
C -2.56 3.11 1.31
C -2.46 2.03 2.17
C -1.23 1.42 2.31
N -0.13 1.82 1.67
N 2.81 1.79 1.10
C 3.56 1.46 2.32
C 2.77 0.68 3.33
C 3.14 0.73 4.67
C 2.45 -0.03 5.60
C 1.40 -0.83 5.15
C 1.11 -0.83 3.81
N 1.77 -0.10 2.91
C 3.70 1.73 -0.06
C 4.14 0.32 -0.35
C 5.15 0.06 -1.27
C 5.54 -1.25 -1.47
C 4.94 -2.26 -0.73
C 3.95 -1.91 0.16
N 3.54 -0.65 0.35
H 1.95 3.28 2.28
H 3.06 3.88 1.05
H 1.26 3.10 -0.69
H 0.97 4.53 0.25
H -1.45 4.42 0.02
H -3.51 3.61 1.15
H -3.32 1.67 2.72
H -1.12 0.56 2.96
H 3.93 2.38 2.80
H 4.44 0.88 2.07
H 3.95 1.37 4.98
H 2.71 0.00 6.64
H 0.83 -1.44 5.83
H 0.31 -1.45 3.41
H 4.59 2.36 0.11
H 3.18 2.12 -0.93
H 5.61 0.88 -1.81
H 6.32 -1.48 -2.19
H 5.24 -3.29 -0.84
H 3.46 -2.65 0.77
C -2.38 2.25 -5.53
C -3.33 2.03 -4.36
C -4.54 1.22 -4.78
C -5.52 1.12 -3.63
C -4.84 0.59 -2.40
C -5.56 -0.04 -1.41
C -4.92 -0.54 -0.28
F -5.67 -1.14 0.66
C -3.57 -0.45 -0.11
C -2.81 0.18 -1.11
C -1.35 0.26 -0.93
O -0.83 -0.22 0.10
C -0.65 0.92 -1.98
C -1.35 1.44 -3.03
N -2.67 1.35 -3.21
C -3.44 0.71 -2.24
C 0.84 1.10 -1.99
O 1.34 1.89 -2.79
O 1.50 0.39 -1.17
H -2.96 2.63 -6.37
H -1.91 1.31 -5.84
H -1.60 2.98 -5.32
H -3.67 3.00 -3.99
H -4.22 0.23 -5.09
H -5.00 1.71 -5.64
H -6.36 0.47 -3.88
H -5.95 2.11 -3.41
H -6.63 -0.15 -1.50
H -3.08 -0.83 0.76
H -0.78 1.96 -3.79
C 1.67 -4.06 2.98
C 1.44 -4.18 1.48
P 0.61 -2.75 0.66
C 0.73 -3.39 -1.06
C 0.07 -2.55 -2.14
C -1.17 -3.13 0.97
C -1.78 -2.63 2.27
H 2.13 -4.97 3.37
H 0.74 -3.91 3.52
H 2.34 -3.23 3.21
H 0.84 -5.07 1.25
H 2.39 -4.34 0.96
H 0.28 -4.40 -1.03
H 1.79 -3.53 -1.27
H -1.01 -2.49 -1.99
H 0.24 -3.01 -3.12
H 0.47 -1.54 -2.15
H -1.28 -4.22 0.89
H -1.70 -2.70 0.13
H -1.33 -3.11 3.15
H -2.85 -2.84 2.31
H -1.64 -1.55 2.36
*
```

Atom charges from the Löwdin analysis, given in e for atoms 1 to 5: Co 0.7242; C -0.1608; C -0.0902; C -0.2579; C -0.0063

No. 3
This record from the OMol25 dataset describes C39H46CuN6O2Te as an isolated structure at a distorted geometry. The level of theory is ωB97M-V/def2-TZVPD.

Values from the calculation:
molar mass	822.0	Da
E	-3901.1546	Eh
<S²>	0.758
frontier orbital gap (alpha / beta)	0.2740 / 0.2620	Eh

ORCA input file:
```
! wB97M-V def2-TZVPD RIJCOSX def2/J DEFGRID3
* xyz 0 2
Cu -1.73 0.18 -0.46
N -4.52 -4.77 -2.94
C -3.94 -3.73 -2.27
C -4.61 -2.51 -2.13
C -3.98 -1.48 -1.46
N -2.76 -1.58 -0.92
C -2.13 -2.75 -1.07
C -2.67 -3.83 -1.72
H -5.46 -4.72 -3.27
H -4.05 -5.66 -3.00
H -5.60 -2.36 -2.54
H -4.46 -0.51 -1.37
H -1.13 -2.80 -0.65
H -2.09 -4.75 -1.81
C 6.06 1.97 4.93
C 5.04 1.74 3.84
C 5.30 0.87 2.79
C 4.36 0.63 1.78
C 4.74 -0.34 0.69
C 3.11 1.28 1.83
Te 1.66 0.90 0.26
N -0.17 0.23 -1.48
C -0.31 -0.10 -2.76
O -1.38 -0.49 -3.29
C 0.87 0.07 -3.70
C 1.85 1.03 -3.49
C 2.93 1.14 -4.37
C 3.03 0.28 -5.46
C 2.04 -0.67 -5.68
C 0.96 -0.77 -4.81
C 1.52 -1.10 1.02
C 1.36 -1.20 2.41
C 1.22 -2.43 3.04
C 1.23 -3.59 2.27
C 1.42 -3.50 0.90
C 1.58 -2.27 0.25
C 1.88 -2.29 -1.22
C 2.84 2.16 2.88
C 1.53 2.91 3.06
C 3.81 2.37 3.87
H 7.02 1.51 4.67
H 5.74 1.53 5.87
H 6.23 3.03 5.10
H 6.26 0.37 2.74
H 5.82 -0.51 0.68
H 4.44 0.01 -0.29
H 4.26 -1.31 0.84
H 1.78 1.69 -2.65
H 3.69 1.89 -4.20
H 3.87 0.36 -6.14
H 2.10 -1.34 -6.53
H 0.16 -1.49 -4.97
H 1.37 -0.31 3.02
H 1.11 -2.48 4.11
H 1.11 -4.56 2.73
H 1.48 -4.40 0.31
H 2.37 -3.22 -1.49
H 2.53 -1.46 -1.52
H 0.98 -2.20 -1.82
H 0.86 2.80 2.21
H 1.72 3.98 3.21
H 1.00 2.56 3.95
H 3.59 3.06 4.68
C -2.76 1.93 1.77
C -3.25 2.18 3.22
N -3.25 0.93 3.99
C -4.17 -0.02 3.36
C -3.82 -0.23 1.86
N -2.56 0.47 1.55
C -1.50 0.01 2.49
C -1.90 0.36 3.95
H -1.81 2.42 1.57
H -3.47 2.29 1.02
H -4.27 2.57 3.22
H -2.62 2.90 3.73
H -5.19 0.35 3.47
H -4.11 -0.96 3.91
H -4.59 0.18 1.21
H -3.69 -1.29 1.62
H -0.57 0.49 2.20
H -1.37 -1.07 2.35
H -1.21 1.09 4.37
H -1.88 -0.53 4.58
O -2.79 1.81 -1.32
N -2.28 2.13 -2.49
C -1.11 2.79 -2.53
C -0.53 3.11 -3.74
C -1.16 2.74 -4.92
C -2.36 2.05 -4.85
C -2.90 1.74 -3.62
H -0.69 3.01 -1.57
H 0.41 3.63 -3.74
H -0.72 2.97 -5.88
H -2.88 1.72 -5.74
H -3.80 1.17 -3.46
*
```

Atom charges from the Löwdin analysis, given in e for atoms 1 to 5: Cu 0.4064; N 0.1229; C -0.3131; C -0.0076; C -0.1285